13
Properties=species:S:1:pos:R:3:forces:R:3 method="wB97M-V/def2-TZVPD" orbital_gap_ev=6.159 total_energy_ev=-25852.4272 fmax_ev_per_a=3.03
C 0.4256 -1.0078 -0.4933 0.027 2.047 1.573
C -0.8997 -1.2314 -0.2977 -2.375 0.520 1.498
C 1.0288 0.0578 0.1640 0.619 0.155 0.473
C -1.7540 -0.6376 0.7201 1.049 1.074 -2.628
N -0.4751 1.9007 -0.0764 -0.010 -0.964 -0.220
P 2.6907 0.7122 0.1885 -0.904 1.142 -1.516
S -1.8666 1.4070 0.0841 0.638 -0.014 0.359
H 0.8189 -1.6403 -1.2110 1.481 -0.951 -1.552
H -1.3830 -1.7610 -1.0676 -0.740 -0.942 -0.774
H -2.8315 -0.7466 0.7522 0.198 -0.810 0.162
H -1.1983 -0.3548 1.5756 0.299 0.134 1.235
H 2.3535 1.9442 0.8585 0.422 -0.530 -0.444
H 3.0908 1.3577 -1.1970 -0.704 -0.861 1.834